(1)
9 unconnected molecules or ions with the total composition C22H52N2O7S7 in a non-equilibrium geometry. Source: the Open Molecules 2025 dataset; level of theory: wB97M-V/def2-TZVPD.

Geometry as XYZ:
```
90
Properties=species:S:1:pos:R:3:forces:R:3
H 1.99827 -5.46065 -1.12333 1.18 0.32 -1.20
C -0.78925 -5.37864 1.14205 0.64 -0.36 1.55
C -2.35167 1.39126 4.08502 0.32 0.43 -0.36
H -2.85356 -1.69901 -5.99193 0.00 0.35 -0.34
H -0.53697 -1.67814 -6.76885 0.09 -0.16 -0.02
H 6.23895 -0.17278 0.37200 -0.12 -0.67 -0.05
C 1.86941 1.76510 -3.29498 -0.47 0.41 -1.22
C -4.37694 2.82856 -0.39204 0.99 -0.13 -0.17
H 3.05020 1.89570 2.88318 0.87 0.13 -0.14
H -4.48871 -1.48025 4.38401 0.04 -0.54 0.16
H 0.39028 2.19903 3.34754 0.18 0.23 -0.04
O -1.51166 -3.08206 0.38106 0.05 0.66 -0.03
H -4.53401 2.88881 -1.46103 -0.48 -0.20 -0.13
H -5.04209 2.19575 0.17240 -0.72 -0.05 -0.18
H -3.30356 -2.20378 -4.33925 -0.22 -0.17 -0.24
H 5.34941 1.26403 -0.10531 0.09 -0.07 0.48
H 3.37173 -4.59359 -1.95949 1.12 0.81 0.38
H 0.84148 -2.60645 -6.07406 0.32 0.21 0.37
C -4.25166 -0.43442 4.39299 -0.36 0.45 -0.66
H -1.62204 -5.72512 0.54389 0.11 -0.41 -0.11
H -1.62191 1.16123 4.86322 -0.63 0.35 0.67
C 0.05751 -3.24169 2.49376 1.34 0.01 1.88
N 1.86310 0.61924 -4.08338 -0.07 -0.85 0.99
S -4.43252 4.50441 0.19024 -0.90 0.32 -0.20
H 1.06963 0.10281 -4.50441 0.24 1.07 0.48
H -1.76966 1.89150 3.32993 -0.05 0.37 -0.50
S -0.23787 1.29287 0.15603 -0.60 -0.61 1.14
H 0.08150 -3.76413 3.47517 0.05 0.12 -0.57
H 0.96691 -3.43021 1.95129 0.38 -0.18 -0.42
C -4.50206 4.04254 1.90289 0.68 -1.02 0.30
C -2.67815 -2.41441 -5.20885 -0.32 -0.66 0.40
O 1.62451 -3.94217 -4.28540 0.31 0.45 0.65
H 0.01325 -2.19804 2.75805 -0.35 0.33 -0.02
S 1.23279 -4.24601 -2.86731 -1.21 -0.52 -1.32
H -4.09510 -0.03507 5.37367 0.08 -0.07 0.73
C 1.47541 4.12297 3.70453 0.46 0.09 -0.16
S -1.36675 -3.76950 1.70006 -1.41 -0.72 -1.08
H 0.09536 -0.32794 -1.44988 0.49 -0.08 -0.77
O -1.49969 1.98285 0.71732 0.77 -0.51 -0.52
H 6.52865 1.26264 1.25844 0.09 0.42 0.40
C 4.01966 1.95481 2.33375 -0.95 0.46 0.74
C 1.35956 -2.84790 -1.74820 -0.93 1.32 0.41
C 3.01366 1.79481 -2.55424 -0.38 -0.37 0.54
C -0.22779 -2.54591 -6.17795 -0.20 0.41 -0.07
H -1.54454 -0.31194 -0.82509 0.11 -0.03 -0.33
H 3.01721 -1.17508 -4.05152 0.06 0.34 0.14
H -0.67436 3.34199 1.46004 0.62 0.52 0.39
H -4.45804 4.86503 2.59106 0.03 0.59 0.05
C 2.91119 -0.16428 -3.65984 0.81 0.18 0.71
H 0.83478 -0.72335 0.83382 0.18 -0.37 0.06
C -0.73571 0.30705 -1.23830 -1.49 0.06 1.22
H -3.27226 1.95445 4.28797 0.56 -0.07 0.40
C 1.41413 5.31628 2.91212 0.68 -0.43 1.26
H 3.33435 2.59808 -1.91187 -0.11 0.04 0.04
S 4.33704 0.30668 1.80673 0.32 0.08 -0.94
H -5.08028 0.09543 3.92580 0.05 0.16 -0.17
H 0.52695 -2.88452 -1.00887 0.54 -0.65 -0.22
H -3.38744 2.42021 -0.23754 0.45 0.05 0.09
H -0.52490 -3.47257 -6.64036 -0.37 -0.33 -0.17
H -0.54011 -6.03852 2.02182 -0.49 0.47 -0.95
O 3.25099 0.06119 0.81675 -0.40 -0.67 0.01
H 4.52620 0.22650 -2.12883 -0.42 -0.10 -0.53
H 2.02541 6.17101 3.06278 0.13 0.66 0.14
H 2.06225 3.97379 4.61361 -0.20 -0.02 -0.50
H -3.63235 3.37639 2.07357 -0.47 0.22 0.09
H -5.45132 3.51715 2.01390 0.06 -0.09 0.11
H -1.15504 0.93734 -2.00340 0.44 0.06 -0.60
C 2.51824 -5.18821 -2.11795 -0.98 -1.72 1.86
C 3.64005 0.53439 -2.69080 0.08 -0.64 -0.92
C 0.65991 3.21421 3.07377 -0.12 -0.31 1.09
H 1.13294 -1.85059 -2.19722 0.60 -1.02 -0.48
H 2.32554 -2.84322 -1.26756 0.26 0.30 0.19
O -5.81980 4.96167 -0.13763 0.34 0.28 -0.03
H 1.11377 2.53369 -3.39624 0.08 -0.18 -0.14
O -0.67647 -0.96452 -4.09111 -0.52 -1.23 -0.63
C 0.51863 5.11901 1.92857 -1.07 -0.99 -0.81
H -0.98150 -0.76490 1.31731 0.91 0.42 -0.80
N 0.05479 3.81967 2.03622 -0.71 0.51 -1.03
H 0.12253 5.77009 1.17041 0.13 0.05 -0.11
H 2.85390 -6.13109 -2.59125 -0.79 0.61 -0.20
H 3.81721 2.60956 1.47673 0.36 -0.20 0.08
H 0.12522 -5.21731 0.56276 -0.29 0.00 -0.12
S -1.02689 -2.37623 -4.57652 1.39 0.97 0.29
O -1.75843 -1.12156 4.21405 -0.18 0.33 -0.74
H -2.80884 -3.45666 -5.57536 -0.18 0.69 0.29
S -2.72837 -0.21784 3.47530 0.08 -1.44 0.40
C -0.02009 -0.19430 1.22423 -1.39 0.50 -1.02
H 4.83334 2.29886 2.97715 -0.22 0.17 -0.03
C 5.75398 0.70651 0.75751 -0.12 0.27 -0.55
H 0.14861 0.17742 2.19070 0.75 0.56 1.39
```
Positions in Å, forces in eV/Å.

## Properties
Energy relative to the best compared isomer or geometry (same formula, charge and spin) = 10.7 kcal per mole
HOMO-LUMO gap = 8.03 eV

=====

(2)
A molecular structure, C22H52O32S7 in a non-equilibrium geometry. Source: the Open Molecules 2025 dataset; level of theory: wB97M-V/def2-TZVPD.

Geometry as XYZ:
```
113
Properties=species:S:1:pos:R:3:forces:R:3
H -0.76876 0.63859 6.71037 0.06 0.21 -0.03
H -0.96632 -3.16099 -4.76386 -0.24 -0.20 -0.15
H 0.70316 4.27500 0.86197 -0.25 -0.38 -0.41
H 0.65739 -0.16454 6.07568 0.40 -0.02 0.22
H 3.62953 4.81363 0.61531 0.17 0.30 0.11
C 0.72857 5.29030 -1.13133 -0.41 -1.42 -0.16
H 1.41316 4.43934 -1.33970 -0.55 0.66 -0.77
C -1.41059 -1.25156 -5.60654 -0.48 1.08 0.99
H 1.86770 1.73881 -0.42124 0.23 -0.04 -0.12
H 2.16039 -1.00261 -4.00475 -0.50 0.28 -0.22
O 1.77104 1.48345 3.33180 1.51 -1.14 -1.20
H -2.73475 -1.23511 -4.10887 0.96 0.46 0.02
H 0.28878 5.97995 0.81160 0.27 0.15 0.44
O -2.40237 0.09211 0.36260 0.22 -0.78 -0.37
O -4.12948 -2.27783 -2.97476 0.82 -0.86 0.61
H -0.16128 2.30865 1.38843 -0.62 -0.89 0.17
C 2.66344 -1.45967 -1.94072 0.37 -0.88 -0.64
H 1.25244 -7.19850 1.55802 0.51 0.45 -0.29
O -3.24158 -2.65109 5.14747 -0.01 2.06 0.18
H 0.11542 2.41985 -2.35393 -0.10 -0.15 -0.38
C 0.15605 0.79526 6.16096 0.35 -0.48 0.88
O 2.17474 -1.75564 4.71167 -0.35 0.01 1.64
O 3.56714 -5.73277 -1.98489 0.22 -0.46 -0.05
O 1.73143 -4.90742 -0.69461 -0.96 0.95 -0.65
H 3.85243 -0.55578 2.67882 0.30 -0.63 0.35
C 0.89822 -5.35855 0.37619 0.41 -0.54 0.92
C -2.33169 -2.96883 4.05092 0.57 -1.56 1.34
C -2.37257 -1.78390 3.06801 0.04 0.92 1.86
O 0.49055 0.89925 -3.73856 -0.22 -0.47 0.02
H -2.25412 -1.61488 -6.22659 0.56 0.15 0.18
O 1.81173 2.41058 5.59996 -0.94 -0.31 0.46
C 3.73355 -1.47489 2.08109 -2.33 1.08 0.09
C 1.01038 1.92960 6.74822 -0.17 0.69 0.56
H -5.56832 1.63582 -3.85383 0.12 -0.73 0.27
H 0.34457 2.72600 7.19215 0.67 -0.40 -1.05
O -1.97020 3.41463 -1.60237 -0.48 0.31 -0.05
C 3.81648 3.86035 1.09448 0.22 -0.49 0.53
H 0.22090 -2.00072 -4.38068 -0.32 0.28 -0.47
O -5.00667 -0.41422 -4.14345 -0.57 0.74 0.99
S 0.99529 2.19083 4.25087 -0.53 -2.92 2.60
H -0.97211 -0.34475 -6.05009 0.15 -0.67 -0.33
O 1.39776 -1.61389 2.43300 0.70 0.72 -0.88
O -0.41923 5.44340 -1.98511 -2.12 -1.34 0.62
C -2.14619 1.20820 1.24643 -1.73 -0.33 0.44
H 1.14462 2.76204 -3.75515 0.49 0.05 0.39
H 4.52697 -1.51851 1.37539 0.81 -0.94 -0.26
O 2.12742 -0.20445 -1.56501 -0.31 0.15 -0.06
H -3.00181 1.89536 1.10035 0.84 0.02 -0.22
H 1.97623 -2.28549 -1.71864 -0.24 0.16 0.10
C 1.42465 -6.79910 0.54005 -0.37 -0.47 1.30
O 0.38384 3.34919 3.82810 -1.69 3.38 -0.99
C -0.84106 2.88327 -4.25364 -0.26 -0.55 -1.52
H -3.92896 1.29284 -4.44176 -0.05 -0.05 0.03
O -1.23701 4.89493 0.19748 0.16 -0.62 0.60
C 3.47263 2.72492 0.15924 0.12 1.28 -1.11
C 0.22766 5.04825 0.26894 -1.33 1.44 1.02
C 2.95310 -1.43071 -3.42424 0.05 -2.40 -0.33
O -0.11720 0.43722 0.54214 2.33 -1.05 1.02
S -3.53521 -1.04162 5.03163 1.21 -1.77 -0.15
H 3.92847 1.83411 0.51432 -0.06 -1.18 0.43
H 1.72583 1.71615 7.56602 -0.32 -0.46 -0.79
H -2.25658 0.85918 2.28053 0.56 0.07 -0.12
O -2.91706 5.70244 -1.36088 -0.16 -0.06 -0.32
H -1.73684 2.37475 -3.92763 -0.81 0.31 -0.38
C 2.36508 -1.22673 1.35986 0.61 -1.65 1.64
O 3.51084 -2.64785 2.90936 0.50 0.30 -0.70
S -1.84954 4.78841 -1.23340 3.55 0.77 -0.58
S -5.19115 -1.35468 -2.83200 0.66 1.14 -1.76
H 2.33583 -0.16926 1.19009 -0.74 0.35 -0.40
O -2.39718 -0.33019 5.49371 0.49 0.05 0.07
O -0.89759 -1.87363 0.53927 0.45 0.27 -0.59
H -1.62490 -1.00550 3.27664 0.67 -0.96 -0.33
O -1.95391 -0.68378 -4.35901 -0.88 -0.87 -0.63
H -1.32838 -3.22479 4.48606 -0.69 0.77 -0.55
S 2.06078 -2.52946 3.54432 0.30 1.16 -2.56
C -4.70621 0.95028 -3.75708 0.94 -0.04 -0.05
H -0.91542 3.98515 -4.20826 0.05 -0.66 0.38
H 0.21204 -2.71503 -5.93545 0.93 -0.51 -1.74
C -0.80019 1.62871 0.78418 0.83 1.74 1.74
H -0.61265 2.61647 -5.32533 -0.47 0.23 0.91
O -0.95344 -0.50930 -1.51308 0.09 -0.17 -1.86
O 2.81578 -6.79987 0.22508 0.91 1.38 -0.62
H 0.96013 -7.54427 -0.10606 -0.28 0.47 -0.41
O -3.56654 -1.06459 3.47307 -0.54 0.17 -0.77
H 1.16969 6.25066 -1.16419 1.01 0.71 -0.18
H 3.61163 -1.74150 -1.43375 -0.53 0.73 0.19
O -4.78865 -0.69022 5.51092 -1.98 0.06 0.75
H -3.09231 0.74670 -2.25067 1.85 -0.68 -0.03
O -6.51420 -1.83234 -2.77075 -0.54 0.22 0.77
O -4.85239 -0.24401 -1.73036 -0.43 -0.68 -0.17
S 3.20798 -5.44456 -0.64769 -1.00 -0.97 0.70
H 3.84217 -0.90696 -3.60659 1.22 1.11 -0.31
H -2.75413 -3.94734 3.78967 0.20 0.48 -1.06
H 3.34156 3.81931 2.06848 -0.68 -0.08 0.00
H -4.42837 1.81021 -1.78952 0.43 -1.44 -0.30
H -0.16112 -5.45335 0.14478 0.13 0.50 -0.80
H 2.15112 -1.89144 0.50613 0.19 0.59 0.36
H -2.43837 -2.01144 2.04809 -0.19 -0.42 -1.13
O -0.17304 1.20701 4.84891 0.94 1.47 -0.90
O 1.40056 -3.77178 3.42820 -0.14 -1.00 1.01
S -1.01459 -0.61537 -0.12277 -2.22 -0.27 1.88
C -4.12368 0.84569 -2.31511 -3.20 2.46 -0.40
H 1.49903 0.00224 -2.30214 0.38 0.31 0.63
H 0.97407 -4.63159 1.22676 0.30 -1.06 -0.45
O 4.03785 -4.59539 0.12780 0.09 -0.05 0.36
C -0.42893 -2.32898 -5.21435 -0.56 0.33 2.14
C 0.23568 2.25645 -3.44097 1.61 0.90 0.43
H 3.15746 -2.46103 -3.83883 -0.37 0.82 0.54
H -0.32226 0.37536 -3.66247 -0.27 0.01 0.01
H 4.86535 3.72233 1.38244 0.09 0.46 -0.50
O 2.06669 2.62738 -0.09028 0.32 -0.27 0.37
H 4.00355 2.97282 -0.78518 -0.34 -0.34 0.19
H -0.85144 2.08086 -0.13596 -0.61 1.43 -2.21
```
Positions in Å, forces in eV/Å.

## Properties
HOMO-LUMO gap = 10.64 eV

=====

Molecular weight (g/mol)
681.1 1053.1